Record 1
The ion C5H8N4O with charge +2 at a distorted geometry, computed with ωB97M-V/def2-TZVPD.

Results
Charge ... +2
Frontier orbital gap (spin up / spin down) ... 0.246 / 0.246 Ha
DFT total energy ... -13296.6808 eV
Energy above the lowest of the compared OMol25 structures with the same formula, charge and spin ... 201.1 kJ/mol

Geometry (Å):
C  -2.99370  0.03978  -0.40296
C  -0.29843  -0.86661  -0.44099
C  -0.72187  0.34627  0.14554
C  1.30767  -0.95565  -0.69511
C  1.65486  1.01542  0.56591
N  2.02566  -0.41175  0.34008
N  -2.07491  0.68035  0.27062
N  0.19949  1.20200  0.64776
N  -0.99359  -1.84809  -0.78462
O  -1.10134  -2.98379  -0.88720
H  -3.90595  0.48914  -0.30535
H  1.55806  -1.96775  -0.86981
H  1.23072  -0.22804  -1.56485
H  2.10660  1.41618  1.51998
H  2.24314  1.52428  -0.12338
H  2.22069  -1.15669  1.11943
H  -2.37414  1.48633  0.83109
H  -0.08295  2.21863  0.63387

The molecule's Mulliken atomic charges, reported in e, are given here: number 1, C, carries -0.400; number 2, C, carries 1.022; number 3, C, carries 0.003; number 4, C, carries -0.864; number 5, C, carries -0.550; number 6, N, carries -0.215; number 7, N, carries -0.098; number 8, N, carries -0.157; number 9, N, carries 0.427; number 10, O, carries -0.187; number 11, H, carries 0.291; number 12, H, carries 0.566; number 13, H, carries 0.353; number 14, H, carries 0.409; number 15, H, carries 0.368; number 16, H, carries 0.359; number 17, H, carries 0.323; number 18, H, carries 0.349

Record 2
A structure of composition C5H8N4O2 at a distorted geometry, computed with ωB97M-V/def2-TZVPD.

Results
Frontier orbital gap ... 0.349 Ha
DFT total energy ... -15363.6363 eV
Energy above the lowest of the compared OMol25 structures with the same formula, charge and spin ... 731.6 kJ/mol

Geometry (Å):
C  1.49691  0.32443  -0.29669
C  3.66080  -0.21733  0.39935
C  -0.79369  0.97819  -0.45174
C  -1.32534  0.11552  0.68259
C  -2.69739  -0.17505  0.44991
H  0.47668  -1.10253  -0.88422
H  2.42585  -1.60328  -0.54296
H  3.06652  1.67738  0.35475
H  -1.48973  2.14503  -0.46786
H  -1.27442  0.46043  -1.49737
H  -0.85705  -0.60933  0.95079
H  -1.36809  0.78208  1.64934
H  -3.87502  -1.53432  -0.71164
N  1.21031  -0.97535  -0.41017
N  2.76085  0.69919  -0.00060
N  4.42793  -1.09295  0.76054
N  0.62773  1.32012  -0.30862
O  -2.67766  -1.29334  -0.58569
O  -3.79516  0.10115  0.91029

The molecule's Mulliken atomic charges, reported in e, are given here: number 1, C, carries 0.714; number 2, C, carries 0.385; number 3, C, carries -0.775; number 4, C, carries -0.664; number 5, C, carries 0.525; number 6, H, carries 0.209; number 7, H, carries 0.331; number 8, H, carries 0.350; number 9, H, carries 0.300; number 10, H, carries 0.280; number 11, H, carries 0.778; number 12, H, carries 0.256; number 13, H, carries 0.365; number 14, N, carries -0.586; number 15, N, carries -0.266; number 16, N, carries -0.500; number 17, N, carries -0.583; number 18, O, carries -0.561; number 19, O, carries -0.558